one | Below is 3 unconnected molecules or ions with the total composition C6H16O2, with properties calculated with ωB97M-V/def2-TZVPD.

## Properties
orbital gap: 9.23 eV
M: 120.192 g mol⁻¹
structure (SMILES): C/C=C(\C)CC.O.O
HOMO energy: -8.7 eV
LUMO: 0.548 eV

Each line ends with the natural charge from an NBO analysis.
Positions of all 24 atoms, in Å:
1 C -0.31 0.53 2.35  -0.63
2 C -1.15 0.46 1.07  -0.44
3 C -0.42 0.65 -0.25  0.03
4 C -1.05 0.20 -1.35  -0.21
5 C -0.66 0.54 -2.74  -0.66
6 C 0.87 1.38 -0.25  -0.66
7 H 0.12 -0.42 2.62  0.24
8 H 0.38 1.38 2.34  0.20
9 H -0.93 0.84 3.21  0.20
10 H -2.08 1.03 1.13  0.21
11 H -1.51 -0.58 1.10  0.20
12 H -2.00 -0.28 -1.18  0.19
13 H 0.42 0.61 -2.88  0.22
14 H -1.12 1.46 -3.10  0.21
15 H -0.82 -0.24 -3.50  0.22
16 H 1.32 1.38 -1.23  0.23
17 H 0.76 2.38 0.12  0.22
18 H 1.66 1.04 0.42  0.22
19 H 1.48 -1.62 -0.78  0.48
20 H 3.03 -1.42 -0.59  0.47
21 O 2.30 -1.37 -1.21  -0.95
22 H -0.43 -2.35 0.92  0.47
23 H -0.04 -3.20 2.11  0.48
24 O 0.18 -2.38 1.66  -0.94

---

two | Below is 2 unconnected molecules or ions with the total composition C6H16O2, with properties calculated with ωB97M-V/def2-TZVPD.

## Properties
orbital gap: 11.00 eV
M: 120.192 g mol⁻¹
structure (SMILES): CCCO.CCCO
HOMO energy: -10.0 eV
LUMO: 0.958 eV

Each line ends with the natural charge from an NBO analysis.
Positions of all 24 atoms, in Å:
1 O 2.81 1.93 0.34  -0.72
2 C 5.54 1.55 1.16  -0.62
3 C 3.73 2.73 -0.30  -0.06
4 C 5.05 2.01 -0.22  -0.42
5 H 3.06 1.86 1.28  0.46
6 H 5.21 2.37 1.80  0.19
7 H 6.62 1.37 1.34  0.23
8 H 4.99 0.63 1.43  0.21
9 H 3.86 3.67 0.26  0.14
10 H 3.25 2.97 -1.27  0.19
11 H 5.80 2.74 -0.58  0.20
12 H 5.03 1.17 -0.94  0.20
13 O -6.01 -2.93 0.64  -0.73
14 C -3.68 -0.83 -0.20  -0.61
15 C -5.51 -2.69 -0.68  -0.07
16 C -3.98 -2.32 -0.65  -0.43
17 H -6.09 -3.90 0.73  0.47
18 H -4.23 -0.57 0.71  0.21
19 H -3.99 -0.15 -1.01  0.20
20 H -2.60 -0.69 -0.02  0.21
21 H -6.05 -1.83 -1.10  0.17
22 H -5.80 -3.59 -1.26  0.17
23 H -3.46 -2.58 -1.60  0.20
24 H -3.54 -2.94 0.15  0.20

---

Short version: two is the least stable of them.

---

one | Below is a single C7H14N2 molecule, with properties calculated with ωB97M-V/def2-TZVPD.

## Properties
orbital gap: 7.93 eV
M: 126.203 g mol⁻¹
HOMO energy: -7.1 eV
LUMO: 0.841 eV

Each line ends with the natural charge from an NBO analysis.
Positions of all 23 atoms, in Å:
1 C -0.32 0.36 0.11  0.15
2 C -0.56 -1.01 -0.59  -0.27
3 C 2.13 1.26 -0.33  -0.40
4 C -0.91 1.54 -0.64  -0.62
5 C -0.62 0.42 1.60  -0.64
6 C -1.32 -2.10 0.13  -0.62
7 N 1.17 0.21 -0.12  -0.18
8 C 0.98 -1.26 -0.68  0.18
9 N 1.66 -1.05 0.47  -0.57
10 H -0.98 -0.84 -1.59  0.20
11 H 1.41 -1.72 -1.58  0.17
12 H 2.32 1.79 0.61  0.20
13 H 3.06 0.81 -0.67  0.24
14 H 1.77 1.96 -1.09  0.20
15 H -2.00 1.50 -0.57  0.23
16 H -0.63 1.51 -1.69  0.21
17 H -0.58 2.48 -0.21  0.21
18 H -0.39 1.40 2.00  0.21
19 H -1.68 0.21 1.79  0.22
20 H -0.02 -0.33 2.12  0.25
21 H -0.82 -2.34 1.07  0.22
22 H -2.34 -1.80 0.34  0.21
23 H -1.34 -3.01 -0.48  0.21

---

two | Below is 2 unconnected molecules or ions with the total composition C7H14N2, with properties calculated with ωB97M-V/def2-TZVPD.

## Properties
orbital gap: 9.55 eV
M: 126.203 g mol⁻¹
structure (SMILES): CCc1c[nH]cn1.CC
HOMO energy: -8.7 eV
LUMO: 0.858 eV

Each line ends with the natural charge from an NBO analysis.
Positions of all 23 atoms, in Å:
1 C -1.95 1.22 1.88  -0.61
2 C -1.85 2.73 1.83  -0.61
3 H -1.47 0.79 0.99  0.21
4 H -1.37 0.85 2.72  0.20
5 H -2.93 0.74 1.91  0.20
6 H -0.89 3.08 1.46  0.21
7 H -2.60 3.15 1.14  0.20
8 H -2.03 3.25 2.77  0.20
9 C 0.58 0.19 -1.62  -0.42
10 C 1.55 0.01 -2.81  -0.60
11 C 0.78 -0.94 -0.66  0.08
12 C -0.05 -1.91 -0.26  -0.11
13 C 1.94 -2.19 0.61  0.18
14 N 2.04 -1.11 -0.09  -0.46
15 N 0.66 -2.75 0.57  -0.55
16 H 0.72 1.14 -1.09  0.21
17 H -0.44 0.23 -2.01  0.20
18 H 1.36 -0.96 -3.27  0.20
19 H -1.08 -2.10 -0.50  0.21
20 H 2.61 -2.73 1.26  0.19
21 H 0.30 -3.55 1.08  0.42
22 H 2.55 0.01 -2.39  0.22
23 H 1.57 0.84 -3.52  0.21

---

Short version: one is the least stable of them.

---

one | Below is a single C7H14N2 molecule, with properties calculated with ωB97M-V/def2-TZVPD.

## Properties
orbital gap (spin up / spin down): 8.82 / 8.50 eV
M: 126.203 g mol⁻¹
HOMO energy (spin up / spin down): -8.8 / -8.8 eV
LUMO (spin up / spin down): 0.022 / -0.312 eV

Each line ends with the natural charge from an NBO analysis.
Positions of all 23 atoms, in Å:
1 C 2.76 -0.55 -0.10  -0.04
2 C 2.52 0.91 0.26  -0.44
3 C 0.96 1.22 0.03  -0.29
4 C -0.84 -1.07 -1.16  -0.60
5 C -1.52 -1.38 0.99  -0.59
6 C -1.96 0.94 -0.04  -0.63
7 C -0.98 -0.22 0.13  0.06
8 N 2.05 -1.49 0.17  -0.21
9 N 0.22 0.29 0.74  -0.25
10 H 3.83 -0.52 -0.56  0.21
11 H 2.86 1.13 1.35  0.24
12 H 2.96 1.76 -0.21  0.22
13 H 0.96 2.25 0.63  0.24
14 H 0.55 1.18 -1.06  0.20
15 H 0.05 -1.51 -1.19  0.22
16 H -1.59 -1.77 -1.26  0.21
17 H -0.87 -0.39 -2.02  0.19
18 H -2.54 -1.55 0.68  0.20
19 H -1.75 -1.00 1.97  0.20
20 H -0.87 -2.16 1.03  0.22
21 H -1.94 1.52 -0.94  0.21
22 H -2.92 0.61 -0.08  0.22
23 H -1.95 1.79 0.60  0.22

---

two | Below is a molecular structure, C7H14N2, with properties calculated with ωB97M-V/def2-TZVPD.

## Properties
orbital gap: 8.63 eV
M: 126.203 g mol⁻¹
HOMO energy: -7.8 eV
LUMO: 0.844 eV

Each line ends with the natural charge from an NBO analysis.
Positions of all 23 atoms, in Å:
1 C 0.91 0.69 -0.47  0.09
2 C -0.12 -0.47 0.81  -0.22
3 C 2.25 0.04 -0.39  -0.65
4 C 0.31 -1.76 1.47  -0.65
5 C -0.74 -0.61 -0.48  0.21
6 N 0.76 2.01 -0.05  -0.82
7 C -1.77 0.40 -0.82  -0.24
8 C -2.61 0.98 0.03  -0.36
9 N -0.36 -1.58 -1.24  -0.78
10 H 0.57 0.65 -1.51  0.21
11 H -0.49 0.28 1.49  0.20
12 H 1.06 2.18 0.90  0.36
13 H -0.17 2.38 -0.21  0.38
14 H -0.74 -1.53 -2.18  0.33
15 H -1.90 0.57 -1.89  0.20
16 H 2.65 0.09 0.62  0.20
17 H 2.12 -1.00 -0.68  0.25
18 H 2.96 0.51 -1.07  0.22
19 H -0.05 -2.60 0.88  0.25
20 H 1.40 -1.86 1.53  0.21
21 H -0.09 -1.83 2.48  0.21
22 H -2.56 0.81 1.09  0.20
23 H -3.39 1.64 -0.31  0.20

---

three | Below is a single C7H14N2 molecule, with properties calculated with ωB97M-V/def2-TZVPD.

## Properties
orbital gap (spin up / spin down): 7.47 / 7.48 eV
M: 126.203 g mol⁻¹
HOMO energy (spin up / spin down): -6.6 / -6.6 eV
LUMO (spin up / spin down): 0.858 / 0.859 eV

Each line ends with the natural charge from an NBO analysis.
Positions of all 23 atoms, in Å:
1 C 0.72 -0.66 0.11  -0.07
2 C -1.61 0.19 -0.99  -0.09
3 C 2.04 -0.83 0.37  -0.02
4 C -2.95 0.38 -1.53  -0.66
5 C 2.61 0.49 1.01  -0.65
6 C 2.92 -1.95 -0.08  -0.64
7 C -2.18 1.39 1.10  -0.42
8 N -0.11 0.23 0.78  -0.40
9 N -1.30 0.54 0.27  -0.04
10 H 0.04 -1.43 -0.55  0.15
11 H -0.90 0.04 -1.77  0.21
12 H -3.25 -0.19 -2.35  0.23
13 H -3.17 1.44 -1.81  0.20
14 H -3.70 0.40 -0.78  0.21
15 H 2.22 1.47 0.65  0.23
16 H 3.71 0.40 0.86  0.20
17 H 2.29 0.39 2.18  0.22
18 H 3.63 -1.97 0.75  0.22
19 H 3.27 -1.53 -1.03  0.22
20 H 2.30 -2.74 -0.17  0.22
21 H -1.97 2.31 0.63  0.22
22 H -3.14 0.87 1.02  0.22
23 H -1.65 1.27 1.99  0.24

---

four | Below is a single C7H14N2 molecule, with properties calculated with ωB97M-V/def2-TZVPD.

## Properties
orbital gap: 8.11 eV
M: 126.203 g mol⁻¹
structure (SMILES): C=C/C(N)=C(/N)C(C)C
HOMO energy: -7.0 eV
LUMO: 1.110 eV

Each line ends with the natural charge from an NBO analysis.
Positions of all 23 atoms, in Å:
1 C -1.22 0.28 0.43  -0.23
2 C -1.95 -0.52 -0.65  -0.61
3 C -1.18 1.77 0.10  -0.60
4 C 0.19 -0.23 1.00  0.13
5 C 1.15 -0.69 0.16  0.02
6 N 0.33 -0.40 2.38  -0.85
7 N 2.35 -1.22 0.64  -0.82
8 C 1.01 -0.63 -1.28  -0.20
9 C 1.42 0.43 -2.00  -0.38
10 H -1.88 0.18 1.31  0.19
11 H 0.85 -1.26 2.59  0.37
12 H -0.53 -0.32 2.90  0.38
13 H 3.10 -1.10 -0.03  0.38
14 H 2.57 -0.81 1.54  0.37
15 H 0.69 -1.55 -1.77  0.20
16 H -3.02 -0.27 -0.64  0.21
17 H -1.59 -0.29 -1.66  0.21
18 H -1.86 -1.60 -0.48  0.21
19 H -0.62 1.97 -0.81  0.21
20 H -0.73 2.34 0.92  0.21
21 H -2.20 2.15 -0.05  0.20
22 H 1.32 0.44 -3.08  0.20
23 H 1.79 1.33 -1.52  0.20

---

Short version: one is the least stable of them.

---

one | Below is a single C7H14N2 molecule, with properties calculated with ωB97M-V/def2-TZVPD.

## Properties
orbital gap: 9.59 eV
M: 126.203 g mol⁻¹
structure (SMILES): [H]/N=C(/C(=C)C)N(C)CC
HOMO energy: -8.7 eV
LUMO: 0.848 eV

Each line ends with the natural charge from an NBO analysis.
Positions of all 23 atoms, in Å:
1 C 2.08 0.19 -0.94  -0.20
2 C -0.32 -0.68 -1.79  -0.40
3 C -1.85 -0.93 1.87  -0.67
4 C 2.97 0.37 0.26  -0.65
5 N 0.36 -0.20 -0.58  -0.46
6 C -0.18 0.63 0.29  0.49
7 C -1.84 -0.05 0.67  0.02
8 C -2.88 0.38 -0.03  -0.46
9 N 0.11 1.56 1.09  -0.73
10 H 1.05 1.92 0.99  0.33
11 H 2.36 -0.70 -1.50  0.20
12 H 2.09 1.05 -1.61  0.20
13 H -0.98 -1.51 -1.53  0.22
14 H 0.41 -1.07 -2.50  0.20
15 H -0.88 0.11 -2.28  0.19
16 H -1.28 -1.84 1.69  0.22
17 H -2.87 -1.21 2.15  0.21
18 H -1.40 -0.41 2.72  0.23
19 H -3.90 0.14 0.26  0.19
20 H -2.78 1.03 -0.89  0.20
21 H 2.95 1.39 0.65  0.21
22 H 2.73 -0.34 1.06  0.23
23 H 4.02 0.19 -0.02  0.23

---

two | Below is a single C7H14N2 molecule, with properties calculated with ωB97M-V/def2-TZVPD.

## Properties
orbital gap: 9.84 eV
M: 126.203 g mol⁻¹
structure (SMILES): C#CC(C)(C)C(C)(N)N
HOMO energy: -8.9 eV
LUMO: 0.944 eV

Each line ends with the natural charge from an NBO analysis.
Positions of all 23 atoms, in Å:
1 C -0.69 0.54 -0.01  0.27
2 C 0.48 -0.43 -0.01  -0.07
3 C 0.60 -1.29 1.24  -0.61
4 C 0.58 -1.29 -1.28  -0.61
5 C -1.99 -0.42 0.00  -0.62
6 N -0.70 1.30 -1.23  -0.86
7 N -0.75 1.30 1.21  -0.87
8 C 1.78 0.52 -0.01  -0.03
9 C 2.74 1.24 0.02  -0.27
10 H 0.20 1.75 -1.38  0.38
11 H -1.44 1.99 -1.23  0.36
12 H -1.31 2.14 1.12  0.36
13 H 0.15 1.60 1.57  0.37
14 H 1.59 -1.74 1.28  0.22
15 H -0.13 -2.10 1.23  0.21
16 H 0.45 -0.69 2.13  0.23
17 H -0.06 -2.16 -1.20  0.21
18 H 0.30 -0.72 -2.16  0.24
19 H 1.60 -1.64 -1.40  0.22
20 H -2.01 -1.14 -0.81  0.21
21 H -2.85 0.24 -0.14  0.20
22 H -2.10 -0.90 0.97  0.22
23 H 3.57 1.90 0.06  0.24

---

Short version: one is the least stable of them.